[1]
Density functional theory data (ωB97M-V/def2-TZVPD) for a molecular structure, C13H13CrN2O7.

Its frontier orbital gap (alpha / beta) is 2.73 / 2.99 eV. The expectation value of S² is 6.1790. As for the HOMO energy (alpha / beta): 0.133 / 0.123 Ha. The calculation puts the LUMO energy (alpha / beta) at 0.23331 / 0.23302 hartree. Its energy above the lowest of the compared OMol25 structures with the same formula, charge and spin is 42.12 kJ/mol.

Structure (ORCA input):
```
! RIJCOSX wB97M-V def2-TZVPD def2/J DEFGRID3
* xyz -3 5
Cr 1.01314 -0.09721 -0.68958
O 3.53251 1.66363 -3.46145
O 2.62181 3.30418 -2.28113
O 2.21780 0.70433 0.83516
O 1.65747 1.19106 -2.32609
O 1.27166 -2.21294 -3.90329
O 0.06353 -1.38320 -2.17260
O 2.10030 -1.62401 -1.95641
N -0.95121 0.93281 -0.43114
N 0.52242 -1.73101 0.68984
C 0.72135 -3.06413 2.71717
C 1.25069 -2.35316 1.66934
C -1.79107 1.19291 0.59083
C -1.42265 -2.86765 1.63396
C -1.33670 1.48876 -1.59567
C -2.94180 1.94592 0.52218
C -0.66812 -3.30387 2.74478
C -3.25669 2.56110 -0.68425
C -2.40757 2.34044 -1.77588
C 2.15767 1.70086 1.78299
C -0.79046 -2.18553 0.62424
C 2.54939 2.08450 -2.68728
C 1.06202 -2.08701 -2.64716
H -2.63083 2.76417 -2.74403
H 2.55790 1.44307 2.77668
H -1.56468 0.60086 1.47253
H -4.05022 3.28182 -0.85247
H -1.17431 -3.85417 3.53412
H -0.70347 1.23865 -2.44463
H -3.53657 2.16675 1.39947
H 2.33556 -2.32898 1.63807
H -1.31207 -1.80959 -0.24792
H 1.37407 -3.42949 3.50399
H -2.49605 -3.02474 1.59327
H 2.82424 2.49452 1.37980
H 1.20095 2.25634 1.79258
*
```

---

[2]
Density functional theory data (ωB97M-V/def2-TZVPD) for a molecular structure, C13H13IrNO4.

Its frontier orbital gap (alpha / beta) is 7.13 / 5.96 eV. The expectation value of S² is 6.0279. As for the HOMO energy (alpha / beta): -0.678 / -0.786 Ha. The calculation puts the LUMO energy (alpha / beta) at -0.41652 / -0.56731 hartree.

Structure (ORCA input):
```
! RIJCOSX wB97M-V def2-TZVPD def2/J DEFGRID3
* xyz 3 5
Ir 0.70546 -0.13382 -2.45011
O 0.51935 -3.15760 -2.57116
O 0.56331 2.89980 -2.50424
O 3.69379 -0.06405 -3.19105
O -1.79663 -0.13791 -5.40525
N -1.91233 0.18708 1.08029
C -3.16278 0.93862 0.83020
C 0.35743 -2.01879 -2.53983
C 2.54269 -0.07491 -3.06980
C 0.39426 1.74756 -2.48891
C -1.06195 -0.13208 -4.53335
C 3.00235 -1.14820 1.18321
C 2.45095 -1.09535 -0.11215
C 1.14935 0.20581 1.96767
C -1.80775 -0.16298 2.50405
C 1.28875 -0.38116 -0.34564
C -0.72345 0.94480 0.50074
C 0.57426 0.21609 0.68996
C 2.33704 -0.48854 2.23878
H -1.63342 0.72603 3.11649
H -2.76893 -0.60565 2.75316
H 2.74515 -0.53607 3.26471
H -3.13461 1.88595 1.37253
H -3.98678 0.32624 1.18179
H 3.94165 -1.68466 1.33625
H -0.73107 1.91705 1.00719
H -1.00067 -0.87774 2.63233
H -3.23838 1.11454 -0.23831
H -0.98690 1.10682 -0.54513
H 0.63739 0.74994 2.77089
H -1.89429 -0.69550 0.53237
H 2.93679 -1.57132 -0.96770
*
```

---

[3]
Density functional theory data (ωB97M-V/def2-TZVPD) for C13H13N3O6S2 in the gas phase.

Its frontier orbital gap is 8.11 eV. Its SMILES is CCOC(=O)Cc1csc(NS(=O)(=O)c2cccc([N+](=O)[O-])c2)n1. As for the HOMO energy: -0.337 Ha. The calculation puts the LUMO energy at -0.03885 hartree. Its energy above the lowest of the compared OMol25 structures with the same formula, charge and spin is 0.00 kJ/mol.

Structure (ORCA input):
```
! RIJCOSX wB97M-V def2-TZVPD def2/J DEFGRID3
* xyz 0 1
S 3.96664 0.33878 0.47504
S 1.36768 2.26379 1.42295
O 3.84406 0.58183 1.87150
O -1.38746 -2.87110 0.60499
O 5.24236 0.08471 -0.10788
O -0.67819 -1.43921 2.03751
O -2.40163 0.12933 -0.31631
O -3.61410 1.97057 -0.73559
N 3.32264 1.67621 -0.35313
N -0.56843 -2.08328 1.02077
N 1.07531 1.73625 -1.07658
C -3.58279 0.06207 1.82391
C -1.34135 1.85407 -1.51925
C 1.90728 -2.34033 -1.74061
C 0.63676 -1.90102 0.24249
C 2.91691 -1.51737 -1.26278
C -3.50941 -0.44947 0.39336
C 0.75585 -2.52320 -0.99413
C 1.64927 -1.09269 0.74311
C 2.77559 -0.90751 -0.02983
C -2.58850 1.35090 -0.81529
C -0.17705 1.95429 -0.58603
C 1.97331 1.87194 -0.16102
C -0.21927 2.24300 0.74203
H -1.07437 1.16703 -2.32376
H -1.07764 2.44124 1.34985
H -4.43045 -0.20884 -0.14638
H 2.01153 -2.82485 -2.69850
H -3.33188 -1.52587 0.36642
H 3.59454 1.68458 -1.32661
H -0.05659 -3.13817 -1.35117
H 1.56196 -0.62580 1.71226
H -3.78431 1.13058 1.82915
H -4.38622 -0.44917 2.34577
H -2.64607 -0.13198 2.34095
H -1.56631 2.83198 -1.95105
H 3.82034 -1.34332 -1.82615
*
```

---

[4]
Density functional theory data (ωB97M-V/def2-TZVPD) for C13H13N5S in the gas phase.

Its frontier orbital gap is 6.22 eV. Its SMILES is C=CCNc1nc(-c2c(C)nc3ncccn23)cs1. As for the HOMO energy: -0.243 Ha. The calculation puts the LUMO energy at -0.01437 hartree. Its energy above the lowest of the compared OMol25 structures with the same formula, charge and spin is 950.33 kJ/mol.

Structure (ORCA input):
```
! RIJCOSX wB97M-V def2-TZVPD def2/J DEFGRID3
* xyz 0 1
S -1.88470 2.70993 -0.70558
N 4.58136 -0.39562 -0.04314
N -3.47577 0.54107 -0.56651
N 2.76621 -1.68154 -0.99241
N 2.48857 0.65842 -0.09545
N -1.27977 0.09079 -0.43046
C 1.34632 -1.07061 -1.14014
C -2.91723 -1.58342 2.11741
C 4.89286 0.67787 0.82909
C -0.12809 0.73264 -0.36845
C -3.71632 -0.69107 -0.16518
C 1.13477 0.30642 -0.50967
C 2.73227 1.59444 0.72918
C 4.11342 1.59364 1.08055
C 0.48806 -1.96979 -1.64670
C -2.21441 0.78658 -0.66514
C 3.34943 -0.40386 -0.23951
C -0.18610 2.23676 -0.73571
C -3.73754 -0.93645 1.35319
H -4.20311 1.10391 -0.33781
H -2.97382 -1.53691 3.05730
H 0.69864 -2.14684 -2.57859
H 1.99023 2.43643 1.00145
H 5.88981 0.86187 1.13024
H -3.08776 -1.28143 -0.60377
H 0.62774 2.92083 -0.73802
H -2.18868 -2.11009 1.40529
H 0.63420 -3.04423 -1.25025
H -4.93705 -1.04655 -0.44997
H -4.66003 -0.45018 1.93946
H -0.51614 -1.51897 -1.86168
H 4.37266 2.61596 1.48098
*
```

---

[5]
Density functional theory data (ωB97M-V/def2-TZVPD) for a molecular structure, C13H14AuClIN2O8P2.

Its frontier orbital gap (alpha / beta) is 7.85 / 6.81 eV. The expectation value of S² is 2.0400. As for the HOMO energy (alpha / beta): -0.418 / -0.450 Ha. The calculation puts the LUMO energy (alpha / beta) at -0.13013 / -0.19965 hartree. Its energy above the lowest of the compared OMol25 structures with the same formula, charge and spin is 0.00 kJ/mol.

Structure (ORCA input):
```
! RIJCOSX wB97M-V def2-TZVPD def2/J DEFGRID3
* xyz 1 3
Au -0.20145 1.01229 -0.15149
I 2.83041 -3.80873 -0.62973
Cl -1.24628 -4.46024 -4.45411
P 0.65623 1.88974 2.89539
P -0.63497 -0.80332 2.54341
O -0.30272 -2.35541 2.66663
O -1.69365 -0.24937 3.42903
O 0.56313 2.27199 1.45169
O 1.87908 2.68481 3.49043
O -0.81625 -0.65929 1.00031
O -0.54000 2.16452 3.86053
O 1.94436 -0.13645 1.98850
O 1.38116 -0.90813 -0.82706
N -0.93570 -0.05932 -1.95416
N 0.06858 2.82208 -1.30859
C -0.63173 -3.47418 -3.23329
C 0.74806 5.11612 -2.29678
C -2.31051 -1.63879 -3.69748
C 0.94273 0.07309 2.96166
C 0.43893 -3.91142 -2.51985
C -0.46453 -1.31677 -2.20652
C -1.17528 -2.13756 -3.07594
C -2.77578 -0.39453 -3.39901
C -2.03558 0.37466 -2.48753
C 0.35781 3.84407 -1.75990
C 1.12519 -3.11112 -1.61860
C 0.77313 -1.76546 -1.51292
C 1.38911 -0.54281 4.30577
H -0.59221 -2.70802 3.53724
H 0.56844 -0.63492 5.00421
H -3.71542 -0.06226 -3.87708
H 1.72203 5.37518 -1.90247
H -1.20116 1.38487 3.91155
H 1.92470 3.13395 4.36879
H 2.14885 0.08308 4.77298
H 1.61260 -0.74244 1.27974
H -2.35714 1.36376 -2.18889
H 0.07850 5.90734 -1.96546
H 0.75270 5.10067 -3.38812
H 1.81556 -1.53253 4.11093
H 0.77680 -4.92622 -2.70809
H -2.86770 -2.26292 -4.41572
*
```

---

[6]
Density functional theory data (ωB97M-V/def2-TZVPD) for a molecular structure, C13H14BCaNO2.

Its frontier orbital gap is 4.13 eV. As for the HOMO energy: 0.035 Ha. The calculation puts the LUMO energy at 0.18681 hartree. Its energy above the lowest of the compared OMol25 structures with the same formula, charge and spin is 0.00 kJ/mol.

Structure (ORCA input):
```
! RIJCOSX wB97M-V def2-TZVPD def2/J DEFGRID3
* xyz -2 1
Ca 0.35721 -0.31221 -1.77141
O -0.70011 1.00476 1.80334
O 0.33822 -1.04070 1.76764
N -1.60139 -1.23609 -1.61733
C 1.31211 -2.19759 -2.60674
C 0.15167 -0.70547 5.43233
C -0.54372 0.56098 3.08169
C -0.99950 1.97095 -2.91592
C -0.03109 2.60638 -2.09932
C -0.31660 1.27597 -3.95084
C -0.83885 1.19051 4.26026
C -0.47735 0.54404 5.45680
C 0.08807 -0.69150 3.05774
C 1.25331 2.31844 -2.62891
C -0.08769 -2.38828 -2.31363
C 1.08049 1.49178 -3.77347
C 0.43710 -1.34138 4.20997
B -0.15676 0.01681 0.93571
H 0.93076 -2.31054 4.14681
H 1.98615 -2.65937 -1.89312
H -2.08684 2.05754 -2.81205
H -0.78305 0.73867 -4.78395
H -1.32451 2.16489 4.23672
H -0.24343 3.27134 -1.25431
H 1.54540 -2.15178 -3.66534
H -0.17578 -3.19537 -1.56466
H 1.87090 1.15255 -4.45203
H 0.42454 -1.20104 6.36550
H -2.32570 -1.96422 -1.55671
H -0.58916 -2.73034 -3.23234
H -0.69734 1.02916 6.40947
H 2.20294 2.73110 -2.27186
*
```

---

[7]
Density functional theory data (ωB97M-V/def2-TZVPD) for a molecular structure, C13H14BCl2IrN8.

Its frontier orbital gap (alpha / beta) is 7.42 / 5.42 eV. The expectation value of S² is 6.0268. As for the HOMO energy (alpha / beta): -0.815 / -0.815 Ha. The calculation puts the LUMO energy (alpha / beta) at -0.54287 / -0.61634 hartree. Its energy above the lowest of the compared OMol25 structures with the same formula, charge and spin is 123.41 kJ/mol.

Structure (ORCA input):
```
! RIJCOSX wB97M-V def2-TZVPD def2/J DEFGRID3
* xyz 4 5
Ir -0.09556 -1.00382 -2.14736
Cl -1.74880 -5.54300 -2.23332
Cl -0.21328 -3.17980 -3.01057
N 1.64045 -0.88717 -0.69206
N -1.43580 -0.87388 -0.69766
N 0.07705 0.79584 2.93599
N 1.39016 -0.06309 0.44960
N -1.16917 -0.11775 0.40653
N 0.00025 1.64047 1.76941
N -0.01373 0.92264 -2.05491
N 0.07087 1.64432 -0.88639
C 0.02487 1.58457 3.96351
C -0.02051 1.80093 -3.10763
C -0.12003 2.95892 3.55393
C 3.36108 -1.06326 0.72116
C -2.61760 -1.49198 -0.53389
C -2.21528 -0.28252 1.25470
C -3.13707 -1.13982 0.69935
C 0.13882 2.93958 -1.24238
C 0.08316 3.07562 -2.62981
C 2.37180 -0.16128 1.28630
C -0.15916 -4.92752 -2.30943
C -0.11713 2.89697 2.10924
C 2.79094 -1.45908 -0.54488
B 0.04513 0.82904 0.44961
H -0.10228 1.45970 -4.13125
H -0.20980 3.72925 1.43169
H 2.40884 0.35242 2.23707
H -0.31475 3.82548 4.17553
H 0.44380 -5.44605 -3.04821
H 0.10545 3.99370 -3.19827
H -2.26310 0.21302 2.21127
H 0.30302 -4.87154 -1.33228
H 3.21563 -2.11891 -1.29177
H -4.07372 -1.46032 1.12813
H 4.29960 -1.38085 1.16387
H -3.03647 -2.13157 -1.29853
H 0.22346 3.74210 -0.53115
H 0.06884 1.19868 4.97486
*
```

---

[8]
Density functional theory data (ωB97M-V/def2-TZVPD) for a molecular structure, C13H14Br2N5O3V.

Its frontier orbital gap (alpha / beta) is 8.33 / 8.51 eV. The expectation value of S² is 2.0105. As for the HOMO energy (alpha / beta): -0.573 / -0.577 Ha. The calculation puts the LUMO energy (alpha / beta) at -0.26689 / -0.26442 hartree.

Structure (ORCA input):
```
! RIJCOSX wB97M-V def2-TZVPD def2/J DEFGRID3
* xyz 2 3
Br -4.65561 -4.90049 -0.73747
Br 3.10666 -6.14187 -0.30731
V 0.06007 -0.29724 0.02460
O -0.29539 0.53998 1.54758
O 1.67775 0.51938 -0.72533
O 0.38900 2.64534 1.96864
N -1.50377 -1.60125 -0.12146
N 3.60546 1.36948 -1.46162
N -1.11807 1.45884 -0.79358
N 1.03612 -2.07666 0.34771
N 2.98896 1.64294 0.75583
C -1.12547 -2.88983 -0.29358
C 2.32541 -2.24938 0.67550
C -0.37903 1.91901 1.42549
C -1.42212 2.30221 0.40750
C -2.81633 -1.31280 -0.08930
C -3.39619 -3.57629 -0.47991
C 2.27507 -4.51453 -0.02216
C 0.33935 -3.13710 -0.12405
C -2.04196 -3.89597 -0.48835
C 2.97913 -3.45231 0.52742
C 0.93164 -4.35719 -0.35077
C -3.79384 -2.26393 -0.25433
C 2.74055 1.18233 -0.47035
H -1.37826 3.36713 0.20079
H -4.83763 -1.99057 -0.20409
H 2.83963 -1.38406 1.07363
H 2.21289 1.77424 1.39699
H 4.45487 1.89797 -1.34821
H -2.41331 2.04973 0.78112
H 3.78245 2.24685 0.91063
H -1.96268 1.27379 -1.32476
H 4.01352 -3.55293 0.82263
H -1.72846 -4.92075 -0.61911
H 3.41977 0.94396 -2.35391
H 0.37449 -5.18500 -0.76341
H -3.07774 -0.27993 0.09553
H -0.50931 1.97979 -1.41952
*
```

---

Values of E_tot, in order: -59419.35420 -26174.46810 -52115.04623 -31966.03935 -75959.19218 -38404.33101 -54140.51378 -193063.79282, all in eV.